1.
Entry from the Open Molecules 2025 dataset: one molecule with the formula C2HN3O (wB97M-V/def2-TZVPD).

Each line ends with the Mulliken charge.
Geometry (Å):
C1 -0.507 -0.913 0.081  0.541
C2 1.161 0.751 -0.171  0.658
N1 0.639 -1.454 -0.022  -0.455
N2 1.565 -0.413 -0.230  -0.235
N3 -1.386 -0.115 0.319  -0.351
O1 0.635 1.776 0.097  -0.406
H1 -2.107 0.368 -0.074  0.248

Results
- LUMO energy (Ha) = 0.0065
- HOMO level (Eh) = -0.3468
- F_max (eV Å⁻¹) = 4.4

2.
Entry from the Open Molecules 2025 dataset: one molecule with the formula C2HN3O2 (wB97M-V/def2-TZVPD).

Each line ends with the Mulliken charge.
Geometry (Å):
O1 2.193 0.049 -0.116  -0.418
C1 1.007 0.071 0.023  0.545
N1 0.291 -1.210 0.143  -0.063
N2 -0.922 -1.264 -0.044  -0.146
N3 -1.713 -0.129 -0.074  -0.208
C2 -1.122 0.984 -0.042  0.194
O2 0.167 1.192 0.110  -0.241
H1 -1.781 1.959 -0.007  0.337

Results
- LUMO energy (Ha) = -0.0375
- HOMO level (Eh) = -0.3792
- SMILES = O=c1nnnco1
- F_max (eV Å⁻¹) = 3.5

3.
Entry from the Open Molecules 2025 dataset: C2HN3O2 as an isolated structure (wB97M-V/def2-TZVPD).

Each line ends with the Mulliken charge.
Geometry (Å):
C1 0.920 -0.569 0.783  0.012
C2 -2.567 0.566 0.166  0.696
N1 0.227 0.024 -0.759  -0.029
N2 1.444 0.261 -0.877  -0.221
N3 2.049 -0.665 -0.003  -0.063
O1 -2.880 -0.322 0.826  -0.380
O2 -2.294 1.431 -0.494  -0.311
H1 3.103 -0.726 0.358  0.296

Results
- LUMO energy (Ha) = -0.0267
- HOMO level (Eh) = -0.3392
- F_max (eV Å⁻¹) = 4.2

4.
Entry from the Open Molecules 2025 dataset: C2HN3O3 as an isolated structure (wB97M-V/def2-TZVPD).

Each line ends with the Mulliken charge.
Geometry (Å):
C1 0.475 -0.413 0.260  0.678
C2 -0.335 -0.220 -1.001  0.335
H1 1.825 -1.200 1.148  0.440
N1 0.238 0.209 1.305  -0.362
N2 -1.162 1.698 -0.118  0.020
N3 -0.802 1.351 -1.307  -0.006
O1 1.585 -1.147 0.098  -0.458
O2 -1.019 0.898 1.445  -0.221
O3 -0.806 -1.177 -1.832  -0.424

Results
- LUMO energy (Ha) = -0.0638
- HOMO level (Eh) = -0.3788
- F_max (eV Å⁻¹) = 9.6

ΔE to the lowest compared entry with this formula, charge and spin: 0.0; 83.8; 155.4; 210.9 (kcal per mole)
E_tot: -316.20868; -391.46730; -391.35308; -466.53169 (hartree)
Frontier orbital gap: 9.614; 9.299; 8.505; 8.571 (eV)